No. 1
This record from the OMol25 dataset describes an isolated molecule of C6H10 in a non-equilibrium geometry. The level of theory is ωB97M-V/def2-TZVPD.

Energy relative to the best compared isomer or geometry (same formula, charge and spin) ... 3.4248 eV
SMILES ... C1=CCCCC1
Orbital gap ... 10.6 eV

Positions of all 16 atoms, in Å:
H (1.95891, -0.46978, -1.72635)
C (-0.17777, -0.02988, -1.65216)
C (-0.70277, 0.63330, 0.63219)
H (-1.90995, 1.18646, -1.05424)
H (-0.39034, -1.55681, 0.88716)
H (2.18156, -0.84384, 0.75442)
C (1.32250, -0.20704, 0.73531)
C (-1.33496, 0.32288, -0.69670)
C (-0.06058, -0.59725, 1.29445)
C (1.05580, -0.21705, -1.14233)
H (1.58639, 0.64702, 1.43824)
H (-2.01160, -0.54436, -0.70591)
H (-1.13019, 1.40537, 1.27122)
H (-0.17766, -0.64974, 2.39205)
H (0.31265, 1.02680, 0.27308)
H (-0.52199, -0.10611, -2.70043)

Atom charges from the natural (NBO) analysis, given in e for atoms 1 to 4: atom 1 (H): 0.2100, atom 2 (C): -0.2214, atom 3 (C): -0.4383, atom 4 (H): 0.2165


No. 2
This record from the OMol25 dataset describes a cluster of 5 separate species, C29H40OP in total. The level of theory is ωB97M-V/def2-TZVPD.

Total charge ... -1
Orbital gap ... 5.7 eV

Positions of all 71 atoms, in Å:
C (-8.19871, 3.33253, -3.06873)
C (6.23532, -2.26345, 1.07547)
H (8.30315, -1.44441, -2.02093)
H (-0.17858, -3.60502, 1.57843)
H (-1.56272, 0.00002, 3.35831)
H (-4.16907, -3.12803, 6.16152)
H (-4.36619, -3.21008, 3.69829)
H (8.94700, -0.57711, -4.24433)
C (-3.29515, 0.29615, -2.69801)
H (1.77542, -2.85885, 1.28414)
H (-7.67750, 5.39871, -3.31670)
C (-6.54431, 1.95092, -1.99690)
H (6.75289, -0.15296, -0.58773)
C (2.57351, -0.71555, 0.03707)
C (6.87789, 1.91683, -3.26502)
H (0.39943, -2.90648, -0.27166)
C (-3.71274, -2.48377, 4.16520)
H (0.35266, -1.82992, 2.50199)
H (5.79482, -2.75582, 0.20278)
H (6.47134, 2.85676, -3.61692)
C (3.53564, 0.03148, 0.99430)
C (-2.13784, -0.67845, 3.97447)
C (7.90602, -0.49876, -2.36851)
H (-4.49007, -1.22943, 0.07827)
C (-5.70783, 3.05127, -1.87189)
H (3.01670, 0.73565, 1.63998)
C (-7.36038, 4.43148, -2.94692)
C (-3.08069, 0.38635, 0.06779)
H (0.52366, -0.45882, -0.47612)
H (-4.73940, 2.93828, -1.40361)
H (2.91292, -1.75268, -0.03496)
H (5.83767, 1.99183, -1.38930)
H (-0.97747, -1.81374, 0.86467)
H (-1.67149, 1.97105, -0.24470)
C (-2.44689, 1.21537, -2.09710)
C (-3.92222, -0.53894, -0.53270)
C (7.75369, 1.19665, -4.06612)
C (8.26701, -0.01257, -3.61827)
H (0.87418, 0.12559, 1.14827)
C (7.03511, 0.22323, -1.56292)
H (4.22310, 0.61810, 0.38326)
H (-4.67930, -1.31249, -2.38555)
O (5.74579, -0.95533, 1.25038)
H (-1.86582, 1.89527, -2.70758)
H (7.30986, -2.19033, 0.89659)
H (2.69589, -0.29644, -0.96279)
H (-3.07081, -1.63639, 2.30084)
C (-6.11460, 4.28963, -2.34932)
C (-3.60053, -2.43920, 5.54848)
C (1.10093, -0.66432, 0.42702)
C (6.52085, 1.43097, -2.01431)
H (4.50587, -0.52379, 2.82783)
C (-2.33947, 1.26045, -0.71394)
C (-2.02235, -0.63588, 5.35700)
H (-6.22653, 0.98759, -1.62702)
P (0.40332, -2.32964, 1.10621)
H (-5.45901, 5.14633, -2.25593)
H (-9.17123, 3.44202, -3.53259)
H (3.98288, -1.90468, 1.86338)
H (-8.44229, 1.23429, -2.69314)
H (-2.66496, -1.47877, 7.22347)
C (-2.75551, -1.51346, 6.14449)
H (-3.37841, 0.26068, -3.77704)
H (-2.99510, 0.41983, 1.14554)
H (-1.35588, 0.08013, 5.82130)
C (-2.98522, -1.60108, 3.37917)
C (4.42507, -0.91242, 1.80717)
C (-7.78942, 2.09270, -2.59509)
H (8.03439, 1.57691, -5.04053)
C (-4.03027, -0.58363, -1.91558)
H (6.09200, -2.89232, 1.95736)

Atom charges from the Löwdin analysis, given in e for atoms 1 to 4: atom 1 (C): -0.1097, atom 2 (C): -0.1339, atom 3 (H): 0.0969, atom 4 (H): -0.1099


No. 3
This record from the OMol25 dataset describes a structure of composition C22H28Be2N6O8S2 in a non-equilibrium geometry. The level of theory is ωB97M-V/def2-TZVPD.

Total charge ... +1
⟨S²⟩ ... 0.762
Spin multiplicity ... 2
Orbital gap (spin up / spin down) ... 2.9 / 2.8 eV

Positions of all 68 atoms, in Å:
H (31.98963, -30.57326, -16.70303)
C (28.57256, -30.28953, -19.97431)
H (30.15508, -35.37419, -19.02996)
O (34.71731, -37.39437, -21.82852)
H (34.10833, -30.27892, -23.36329)
H (30.19360, -32.30520, -27.01483)
N (29.02915, -37.02756, -18.25398)
S (35.39095, -36.85831, -20.63975)
H (30.58898, -31.78805, -14.74131)
C (29.58087, -30.79381, -20.79072)
O (35.62995, -37.83450, -19.59874)
O (33.72496, -32.87338, -19.70139)
N (36.28471, -32.18626, -22.01800)
C (27.74033, -35.93278, -16.78702)
H (32.23331, -30.31237, -20.41789)
C (32.00600, -33.84820, -16.84099)
H (30.91307, -32.40958, -22.86272)
H (28.84361, -34.01219, -16.94806)
C (27.99928, -37.18221, -17.36194)
N (30.50689, -32.29519, -23.78034)
H (29.48551, -37.67908, -18.87636)
O (32.38466, -32.09718, -21.57891)
H (30.06742, -30.58989, -21.73310)
C (31.03705, -32.03897, -25.06629)
H (33.00521, -32.47050, -18.12119)
H (34.66970, -29.75073, -20.00144)
O (33.88327, -33.98663, -21.79205)
H (30.78712, -34.41274, -15.13943)
C (32.53188, -27.76768, -18.44886)
H (30.83878, -32.47464, -20.34060)
Be (32.67496, -36.13423, -21.83728)
C (33.91038, -28.15593, -18.62674)
H (29.81200, -32.84711, -18.19043)
H (32.21508, -26.90418, -17.88280)
C (31.19670, -32.25202, -15.50408)
O (34.53398, -35.79686, -20.20652)
O (31.90946, -34.18390, -20.57782)
H (34.54788, -31.29355, -24.64823)
C (31.21330, -33.61153, -15.72494)
N (30.10644, -31.85294, -20.02871)
Be (35.85649, -33.87259, -20.09206)
H (32.09886, -31.88391, -25.18839)
C (28.75260, -35.05625, -17.20896)
H (26.92819, -35.76934, -16.09412)
H (27.90535, -30.51895, -17.93185)
O (36.57532, -36.13800, -20.97055)
C (35.41286, -31.82917, -22.74584)
C (28.59947, -30.87983, -18.67641)
C (29.46585, -35.71734, -18.27259)
C (30.04207, -32.30588, -25.94551)
C (29.19450, -32.41602, -23.96065)
H (34.80768, -27.68189, -18.25722)
C (29.46244, -32.01752, -18.78707)
N (32.46599, -32.61375, -17.27927)
H (30.66125, -28.98345, -19.29049)
H (27.83876, -32.52654, -25.63468)
C (28.84370, -32.31954, -25.29758)
H (32.19883, -34.77081, -17.36825)
H (33.39067, -31.88489, -23.50535)
C (31.69214, -28.69110, -19.15559)
N (32.49650, -29.58318, -19.77050)
C (34.32270, -31.32496, -23.58221)
S (32.97073, -33.24126, -20.89644)
C (31.99018, -31.61919, -16.43388)
H (28.60610, -32.63363, -23.08154)
H (27.92992, -29.52035, -20.37654)
C (33.85974, -29.18306, -19.56771)
H (27.49983, -38.13060, -17.22963)

Atom charges from the natural (NBO) analysis, given in e for atoms 1 to 4: atom 1 (H): 0.2698, atom 2 (C): -0.2964, atom 3 (H): 0.2140, atom 4 (O): -1.0217


No. 4
This record from the OMol25 dataset describes a cluster of 2 separate species, C5H10N2O3 in total in a non-equilibrium geometry. The level of theory is ωB97M-V/def2-TZVPD.

Energy relative to the best compared isomer or geometry (same formula, charge and spin) ... 3.6990 eV
Orbital gap (spin up / spin down) ... 7.2 / 7.2 eV

Positions of all 20 atoms, in Å:
O (-0.59365, 0.53427, -2.04453)
H (0.37593, 1.97556, 1.36782)
C (0.23923, -1.24924, -0.12769)
H (2.10393, 2.32677, 1.00532)
H (-1.33530, -0.44667, 1.93291)
C (-1.83818, -0.85958, 1.05170)
O (-1.56415, 1.55682, -0.22478)
H (1.64711, 0.89488, 1.94123)
N (0.74287, -1.76406, -1.26718)
H (1.71844, -2.02507, -1.23587)
H (0.49586, -1.24743, -2.10811)
C (1.34529, 1.54952, 1.11751)
H (-0.50159, 1.43665, -2.37980)
N (-1.03525, -0.71197, -0.15410)
C (1.24869, 0.70342, -0.13313)
C (-0.93679, 0.62727, -0.70277)
H (-2.76625, -0.31345, 0.91206)
O (2.13916, 0.66460, -0.95076)
H (-2.03895, -1.92023, 1.20411)
H (0.55358, -1.73206, 0.79606)

Atom charges from the natural (NBO) analysis, given in e for atoms 1 to 4: atom 1 (O): -0.7024, atom 2 (H): 0.2408, atom 3 (C): 0.2405, atom 4 (H): 0.2198